[1]
DFT (the ωB97M-V functional and the def2-TZVPD basis) results for 10 unconnected molecules or ions with the total composition C6H32O10 in a non-equilibrium geometry.

Properties
- Orbital gap: 9.764 eV
- Max |F|: 0.0262 hartree/bohr
- Energy: -27214.0537 eV
- Energy above the lowest of the compared OMol25 structures with the same formula, charge and spin: 314.2 kJ/mol
- SMILES: CO.CO.CO.CO.CO.CO.O.O.O.O
- Lowest unoccupied orbital energy: 0.446 eV

Last column: natural (NBO) charge in e.
Cartesian coordinates (Å):
C  13.468  28.631  -23.010  -0.2677
O  14.663  27.826  -22.908  -0.7575
H  12.814  28.438  -22.162  0.1741
H  13.677  29.678  -23.210  0.1767
H  12.958  28.215  -23.883  0.2122
H  15.128  28.079  -22.105  0.4815
C  11.541  31.142  -28.075  -0.2470
O  11.978  30.054  -27.260  -0.7565
H  10.945  31.889  -27.551  0.1615
H  12.471  31.550  -28.465  0.1816
H  10.974  30.730  -28.918  0.1542
H  11.223  29.603  -26.837  0.4907
C  11.330  22.000  -24.737  -0.2420
O  10.199  21.744  -23.933  -0.7444
H  11.544  21.140  -25.375  0.1657
H  11.200  22.853  -25.409  0.1640
H  12.210  22.220  -24.125  0.1616
H  9.828  22.610  -23.703  0.4866
C  8.093  24.969  -25.742  -0.2587
O  7.472  26.023  -24.958  -0.7493
H  7.570  24.031  -25.544  0.1699
H  8.000  25.254  -26.790  0.1633
H  9.130  24.831  -25.448  0.2057
H  6.668  25.640  -24.606  0.4672
C  9.530  25.009  -22.120  -0.2486
O  10.295  24.529  -23.213  -0.7660
H  9.822  26.005  -21.784  0.1688
H  8.460  25.071  -22.351  0.1623
H  9.624  24.287  -21.305  0.1737
H  10.760  25.284  -23.604  0.5103
C  9.090  28.225  -27.493  -0.2590
O  9.794  28.568  -26.291  -0.7574
H  9.762  28.341  -28.336  0.1961
H  8.616  27.248  -27.390  0.1829
H  8.233  28.891  -27.665  0.1652
H  9.110  28.606  -25.611  0.4910
O  14.963  26.591  -25.363  -0.9925
H  15.612  27.116  -25.840  0.4832
H  14.864  27.033  -24.491  0.5090
O  11.773  25.098  -28.280  -0.9588
H  12.363  24.865  -27.543  0.4821
H  12.199  24.740  -29.066  0.4659
O  13.489  24.349  -25.887  -0.9943
H  14.069  23.958  -26.550  0.4773
H  14.054  25.021  -25.429  0.5199
O  11.464  26.305  -25.218  -0.9941
H  11.202  26.884  -25.949  0.4980
H  12.019  25.619  -25.634  0.4915

***

[2]
DFT (the ωB97M-V functional and the def2-TZVPD basis) results for a gas-phase ion, C6H6N (charge +1) in a non-equilibrium geometry.

Properties
- Orbital gap (spin up / spin down): 7.499 / 7.500 eV
- Max |F|: 0.1385 hartree/bohr
- Energy: -7796.3039 eV
- Energy above the lowest of the compared OMol25 structures with the same formula, charge and spin: 331.8 kJ/mol
- Total charge: +1
- SMILES: C=C1C=C1C#[N+]C
- Lowest unoccupied orbital energy (spin up / spin down): -5.850 / -5.850 eV

Last column: natural (NBO) charge in e.
Cartesian coordinates (Å):
C  0.765  -0.830  -0.013  -0.2459
C  -0.509  -0.719  -0.142  0.5701
C  2.015  -1.291  0.017  0.0638
C  1.991  0.134  -0.132  0.0741
C  2.405  1.362  -0.024  -0.3970
C  -2.973  -0.073  -0.019  -0.4478
N  -1.574  -0.208  -0.069  -0.1833
H  2.690  -2.073  0.262  0.2723
H  1.645  2.046  0.225  0.2403
H  3.461  1.475  -0.291  0.2646
H  -3.371  -0.996  -0.072  0.2541
H  -3.388  0.412  0.874  0.2719
H  -3.158  0.760  -0.614  0.2628

***

[3]
DFT (the ωB97M-V functional and the def2-TZVPD basis) results for 6 unconnected molecules or ions with the total composition H12O6 in a non-equilibrium geometry.

Properties
- Orbital gap: 10.495 eV
- Max |F|: 0.0341 hartree/bohr
- Energy: -12479.3064 eV
- Energy above the lowest of the compared OMol25 structures with the same formula, charge and spin: 174.4 kJ/mol
- SMILES: O.O.O.O.O.O
- Lowest unoccupied orbital energy: -0.053 eV

Last column: natural (NBO) charge in e.
Cartesian coordinates (Å):
H  -1.073  0.314  -1.742  0.4597
H  0.235  -0.459  -1.683  0.4966
H  -1.981  2.387  -0.349  0.4748
H  -1.982  3.766  0.292  0.4691
H  -0.305  -2.893  -1.374  0.4665
H  -1.308  -2.056  -0.596  0.4939
H  -2.951  -2.204  0.750  0.4760
H  -2.165  -0.991  1.221  0.4821
H  4.464  0.256  -0.860  0.4693
H  5.405  0.009  0.308  0.4654
H  0.063  0.070  2.384  0.4634
H  0.702  -1.206  2.906  0.4618
O  -0.135  0.421  -1.546  -0.9673
O  -2.565  3.033  0.066  -0.9439
O  -0.558  -1.980  -1.196  -0.9759
O  -2.589  -1.366  0.441  -0.9324
O  5.079  0.707  -0.271  -0.9348
O  0.880  -0.440  2.349  -0.9244

***

[4]
DFT (the ωB97M-V functional and the def2-TZVPD basis) results for a molecular structure, C19H35BN9O3P2 in a non-equilibrium geometry.

Properties
- Orbital gap: 5.569 eV
- Max |F|: 0.2371 hartree/bohr
- Energy: -59074.0581 eV
- Total charge: -1
- Lowest unoccupied orbital energy: 1.565 eV

Last column: natural (NBO) charge in e.
Cartesian coordinates (Å):
C  -0.269  -0.095  4.232  -0.4860
C  -0.521  -0.280  2.918  -0.1139
C  -1.789  -0.807  2.319  -0.6708
B  -3.195  -0.162  2.888  -0.7342
P  -4.431  -1.607  3.279  1.1761
N  -6.018  -1.371  3.284  -1.3665
P  -3.749  1.185  1.618  2.2111
O  -3.049  1.128  0.297  -1.0921
O  -5.334  1.266  1.386  -0.9874
O  -3.394  2.659  2.268  -1.0074
H  0.681  -0.431  4.644  0.1809
H  -0.949  0.426  4.897  0.1970
H  0.297  -0.068  2.229  0.1988
H  -1.755  -0.725  1.230  0.2144
H  -1.725  -1.880  2.529  0.2558
H  -2.991  0.382  3.948  0.0425
H  -4.016  -2.030  4.571  -0.0946
H  -4.071  -2.678  2.424  -0.0829
H  -6.452  -2.005  2.622  0.3451
H  -5.493  1.869  0.639  0.5109
H  -4.223  3.104  2.482  0.4940
C  1.721  -3.012  2.627  -0.7301
C  0.389  -3.597  2.585  0.3190
N  -0.693  -3.920  2.377  -0.3724
H  1.854  -2.469  3.559  0.2679
H  2.470  -3.800  2.562  0.2364
H  1.838  -2.330  1.790  0.2768
C  3.633  0.216  0.804  -0.7447
C  3.821  -0.433  2.093  0.3219
N  3.963  -0.908  3.130  -0.3854
H  3.713  1.294  0.930  0.2571
H  4.380  -0.126  0.091  0.2494
H  2.637  -0.016  0.422  0.2970
C  -1.476  1.094  -0.770  -0.8295
C  -0.197  1.653  -0.351  0.3503
N  0.801  2.132  -0.033  -0.5468
H  -1.304  0.213  -1.384  0.2243
H  -2.077  0.814  0.101  0.3991
H  -2.024  1.836  -1.347  0.2026
C  -0.544  -2.846  -1.927  -0.7299
C  -0.005  -2.091  -0.810  0.3395
N  0.448  -1.431  0.013  -0.3867
H  -1.610  -2.646  -2.031  0.2558
H  -0.034  -2.550  -2.838  0.2760
H  -0.399  -3.912  -1.763  0.2486
C  6.325  0.595  -3.107  -0.7210
C  5.839  -0.495  -2.274  0.2945
N  5.448  -1.351  -1.616  -0.3338
H  7.241  1.002  -2.682  0.2561
H  6.529  0.230  -4.111  0.2512
H  5.575  1.382  -3.156  0.2586
C  3.293  -2.384  -4.291  -0.7251
C  2.017  -3.028  -4.563  0.3087
N  0.997  -3.511  -4.775  -0.3517
H  3.272  -1.937  -3.298  0.2775
H  4.095  -3.118  -4.335  0.2485
H  3.474  -1.606  -5.031  0.2442
C  -2.807  5.232  -0.218  -0.7266
C  -4.029  4.449  -0.193  0.3475
N  -4.946  3.764  -0.141  -0.3936
H  -2.290  5.111  0.732  0.2777
H  -2.164  4.875  -1.020  0.2588
H  -3.037  6.284  -0.379  0.2410
C  1.139  2.727  -3.727  -0.7205
C  0.894  1.300  -3.591  0.3145
N  0.681  0.177  -3.482  -0.3522
H  1.929  3.028  -3.042  0.2624
H  1.435  2.956  -4.749  0.2367
H  0.233  3.278  -3.483  0.2600

***

[5]
DFT (the ωB97M-V functional and the def2-TZVPD basis) results for a molecular structure, C18H31Cl2N4O4Zn in a non-equilibrium geometry.

Properties
- Orbital gap: 4.579 eV
- Max |F|: 0.0733 hartree/bohr
- Energy: -106784.6528 eV
- Total charge: -1
- Lowest unoccupied orbital energy: 2.503 eV

Last column: natural (NBO) charge in e.
Cartesian coordinates (Å):
O  0.141  0.690  -3.043  -0.4518
C  -0.443  0.632  -4.128  0.3937
C  -0.112  1.598  -5.235  -0.1488
C  1.053  2.388  -5.132  -0.1642
H  1.790  2.168  -4.357  0.2384
C  1.247  3.466  -6.000  -0.2098
H  2.132  4.102  -5.891  0.2115
C  0.307  3.721  -7.012  -0.2096
H  0.438  4.572  -7.680  0.2076
C  -0.800  2.870  -7.185  -0.2263
H  -1.516  3.039  -8.001  0.2101
C  -0.990  1.793  -6.311  -0.1885
H  -1.820  1.088  -6.419  0.2130
H  -1.219  -0.135  -4.399  0.1162
C  -2.318  1.990  0.629  -0.6965
C  -1.977  0.884  1.542  -0.4816
H  -3.237  2.515  0.955  0.1396
H  -2.444  1.609  -0.407  0.2203
H  -1.450  2.681  0.619  0.2237
C  -2.587  0.378  2.609  -0.3332
C  -3.769  0.976  3.351  -0.6582
H  -2.237  -0.569  3.072  0.1685
H  -4.227  1.782  2.771  0.1887
H  -3.428  1.362  4.318  0.1788
H  -4.508  0.197  3.555  0.1742
Zn  0.019  0.145  1.119  1.5881
Cl  1.186  2.039  1.540  -0.8730
Cl  -0.643  -0.568  -0.886  -0.8445
H  3.807  0.136  -1.781  0.1697
H  5.440  1.062  -0.142  0.1759
C  2.996  0.233  -1.046  -0.4328
C  4.620  1.151  0.586  -0.3970
N  3.571  0.193  0.289  -0.4160
H  2.260  -0.563  -1.168  0.2656
C  3.078  -0.618  1.252  0.5617
O  2.054  -1.303  1.128  -0.6738
H  4.992  0.940  1.595  0.1996
H  3.634  -0.534  2.213  0.1135
H  2.498  1.198  -1.201  0.2264
H  4.229  2.178  0.547  0.2163
H  -1.399  -5.352  2.838  0.1759
H  -0.253  -5.976  0.601  0.1780
C  -1.880  -4.513  2.320  -0.4160
C  -0.786  -5.122  0.167  -0.3946
N  -1.071  -4.125  1.177  -0.4435
H  -1.993  -3.666  3.001  0.2487
C  -0.622  -2.867  1.017  0.5376
O  -0.804  -1.946  1.829  -0.6565
H  -0.155  -4.635  -0.583  0.2221
H  -0.075  -2.704  0.069  0.1728
H  -2.868  -4.852  1.979  0.1850
H  -1.706  -5.482  -0.309  0.1819
N  0.132  1.145  4.970  -0.8473
C  0.338  -0.104  4.471  0.7938
N  0.096  -1.130  5.343  -0.8532
O  0.612  -0.326  3.280  -0.6746
H  0.176  1.306  5.959  0.3700
H  0.177  1.930  4.314  0.4428
H  0.181  -2.068  4.958  0.4095
H  0.134  -1.001  6.332  0.3718

***

[6]
DFT (the ωB97M-V functional and the def2-TZVPD basis) results for 2 unconnected molecules or ions with the total composition C15H16F9N2OS in a non-equilibrium geometry.

Properties
- Orbital gap: 2.802 eV
- Max |F|: 0.1481 hartree/bohr
- Energy: -56117.1138 eV
- Total charge: -1
- Lowest unoccupied orbital energy: 0.125 eV

Last column: natural (NBO) charge in e.
Cartesian coordinates (Å):
F  3.767  0.795  2.897  -0.3699
C  2.786  0.713  1.740  0.6502
F  1.545  1.293  2.319  -0.3424
C  2.681  -0.933  1.500  -0.4597
C  2.054  -1.401  0.084  -0.4804
C  0.446  -1.642  0.014  -0.4153
C  -0.385  -1.530  1.409  -0.4660
C  -1.925  -1.032  0.983  0.2371
C  -2.910  -2.169  0.365  -0.0263
N  -4.303  -1.853  -0.102  -0.3876
C  -4.654  -0.399  0.042  0.1008
C  -6.158  0.080  -0.493  -0.2077
C  -6.653  1.653  -0.403  -0.2477
C  -5.642  2.752  0.277  -0.2454
C  -4.166  2.258  0.793  -0.2111
C  -3.624  0.680  0.692  0.1343
N  -2.226  0.427  1.181  -0.4068
C  3.493  1.541  0.543  0.4580
F  4.442  2.519  1.202  -0.3191
F  4.409  0.682  -0.299  -0.2927
S  2.440  2.538  -0.602  2.2148
F  3.817  3.582  -0.869  -0.4488
F  3.018  1.561  -1.931  -0.4309
F  1.080  1.521  -0.534  -0.4227
F  1.881  3.623  0.594  -0.4283
F  1.605  3.480  -1.765  -0.4144
H  2.184  -1.360  2.469  0.2405
H  3.815  -1.307  1.528  0.2601
H  2.326  -0.692  -0.838  0.2643
H  2.565  -2.444  -0.196  0.3106
H  0.200  -2.708  -0.465  0.2423
H  -0.010  -0.843  -0.741  0.2187
H  -0.008  -0.733  2.175  0.2386
H  -0.444  -2.594  1.938  0.2170
H  -2.519  -3.284  0.268  0.2417
H  -6.845  -0.737  -0.981  0.2404
H  -7.707  1.949  -0.822  0.2328
H  -5.901  3.891  0.381  0.2342
H  -3.435  3.071  1.251  0.2401
C  3.761  -2.599  -3.102  -0.1825
O  2.665  -2.923  -2.432  -0.9713
H  4.562  -3.355  -3.157  0.0677
H  3.645  -2.346  -4.169  0.0724
H  4.330  -1.723  -2.745  0.0603

***

[7]
DFT (the ωB97M-V functional and the def2-TZVPD basis) results for H4N3P in the gas phase in a non-equilibrium geometry.

Properties
- Orbital gap: 9.958 eV
- Max |F|: 0.0798 hartree/bohr
- Energy: -13818.8572 eV
- Energy above the lowest of the compared OMol25 structures with the same formula, charge and spin: 326.2 kJ/mol
- SMILES: Pn1[nH][nH]1
- Lowest unoccupied orbital energy: 1.003 eV

Last column: natural (NBO) charge in e.
Cartesian coordinates (Å):
N  0.689  -1.104  0.422  -0.2953
N  1.103  0.114  0.990  -0.3050
N  -0.223  -0.055  0.620  -0.4333
P  -0.792  0.468  -0.849  0.4464
H  0.861  -1.158  -0.520  0.3043
H  1.737  0.673  0.474  0.3332
H  -1.480  1.473  -0.166  -0.0283
H  -1.895  -0.410  -0.971  -0.0221

***

[8]
DFT (the ωB97M-V functional and the def2-TZVPD basis) results for 5 unconnected molecules or ions with the total composition C21H27BF12N3O14 in a non-equilibrium geometry.

Properties
- Orbital gap: 8.758 eV
- Max |F|: 0.0235 hartree/bohr
- Energy: -88632.3912 eV
- Total charge: +1
- Lowest unoccupied orbital energy: -3.926 eV

Last column: Löwdin charge in e.
Cartesian coordinates (Å):
C  -4.901  -0.044  -1.841  0.0224
B  -3.384  -0.113  -2.165  -0.5585
O  -2.919  -1.066  -3.008  0.2066
N  -2.347  0.849  -1.604  0.0590
C  -1.800  0.783  -0.232  -0.0886
C  -2.388  -0.394  0.541  -0.1595
O  -1.615  -0.631  1.700  -0.1044
C  -1.907  0.147  2.833  -0.0872
C  -0.718  0.980  3.292  -0.3921
F  -1.055  1.492  4.498  0.1377
F  -0.527  2.032  2.449  0.1158
C  0.638  0.198  3.478  -0.3344
F  0.305  -1.101  3.671  0.1380
F  1.267  0.665  4.565  0.1733
C  1.651  0.320  2.314  -0.3535
F  1.058  -0.080  1.159  0.1173
F  1.973  1.614  2.179  0.1542
C  2.964  -0.515  2.436  -0.2519
F  4.015  0.344  2.405  0.0877
F  3.055  -1.208  3.591  0.0995
C  -1.814  1.800  -2.407  -0.3519
N  -0.482  1.785  -2.727  0.2207
N  -2.573  2.747  -2.970  0.2486
H  -5.179  0.764  -1.168  0.0716
H  -5.444  0.115  -2.779  0.0810
H  -5.248  -1.004  -1.453  0.0854
H  -1.975  -1.236  -2.898  0.1075
H  -2.034  1.711  0.297  0.1352
H  -0.716  0.661  -0.244  0.1166
H  -2.324  -1.314  -0.045  0.1430
H  -3.431  -0.201  0.807  0.1393
H  -2.199  -0.503  3.659  0.1515
H  -2.726  0.854  2.667  0.1518
H  3.065  -1.175  1.572  0.1712
H  0.169  1.958  -1.968  0.1313
H  -0.281  2.383  -3.521  0.1269
H  -2.235  3.692  -2.828  0.1520
H  -3.557  2.697  -2.715  0.1036
C  5.998  0.462  4.976  -0.0590
C  7.030  1.565  4.858  -0.3150
O  7.826  1.355  6.004  0.1343
C  7.756  0.031  6.333  -0.5444
O  8.481  -0.522  7.082  0.1967
O  6.730  -0.555  5.662  0.0692
F  6.473  2.799  4.913  0.0755
H  5.155  0.785  5.589  0.1473
H  5.641  0.097  4.021  0.1106
H  7.660  1.507  3.969  0.1739
C  -6.192  5.197  -6.092  -0.0228
C  -4.845  4.699  -6.578  -0.2986
O  -4.342  4.038  -5.417  0.1208
C  -5.404  3.624  -4.686  -0.5518
O  -5.335  2.839  -3.790  0.1411
O  -6.530  4.207  -5.106  0.0983
F  -4.008  5.699  -6.915  0.0930
H  -6.098  6.170  -5.610  0.1495
H  -6.953  5.241  -6.865  0.1465
H  -4.890  3.982  -7.398  0.1778
C  1.701  -3.948  2.939  -0.0495
C  0.947  -5.260  3.007  -0.2929
O  0.091  -5.159  1.872  0.1483
C  0.675  -4.344  0.969  -0.5469
O  0.328  -4.214  -0.160  0.1632
O  1.716  -3.686  1.529  0.0634
F  0.195  -5.369  4.120  0.0945
H  1.168  -3.148  3.445  0.1183
H  2.711  -4.021  3.333  0.1446
H  1.567  -6.152  2.910  0.1776
C  1.181  -2.477  -2.858  -0.0659
C  1.876  -3.736  -3.328  -0.3094
O  2.975  -3.212  -4.054  0.1403
C  3.283  -1.991  -3.539  -0.5493
O  4.279  -1.391  -3.744  0.1930
O  2.270  -1.559  -2.739  0.0546
F  1.101  -4.473  -4.153  0.0878
H  0.481  -2.114  -3.615  0.1366
H  0.677  -2.601  -1.904  0.1096
H  2.245  -4.374  -2.525  0.1728